No. 1
{"formula": "C2H4P2", "method": "ωB97M-V with the def2-TZVPD basis set", "lumo_ev": -0.85, "homo_lumo_gap_ev": 8.1353, "energy_ha": -761.2310, "homo_energy_ha": -0.330, "spin_multiplicity": 1, "species": ["P", "P", "C", "C", "H", "H", "H", "H"], "positions_angstrom": [[-1.08012, 0.58966, -0.42247], [-0.45952, 0.67825, -2.33677], [0.27345, -0.41393, 0.23681], [0.53510, -0.52608, 1.56520], [1.11182, -0.61922, -0.44160], [1.33551, -1.18490, 1.66250], [-0.14566, -0.18153, 2.40080], [-1.57059, 1.65775, -2.66446]]}

=====

No. 2
{"formula": "C2H4P2S2", "method": "ωB97M-V with the def2-TZVPD basis set", "lumo_ev": -0.72, "homo_lumo_gap_ev": 7.9166, "energy_ha": -1557.6144, "smiles": "C=P#S#S#P=C", "homo_energy_ha": -0.317, "spin_multiplicity": 1, "species": ["S", "S", "P", "P", "C", "C", "H", "H", "H", "H"], "positions_angstrom": [[1.62030, 0.25816, 0.81670], [0.05818, -0.52749, -0.31522], [-1.51391, -0.80844, 0.99941], [2.32247, 2.09977, 0.08148], [-1.75624, -2.52576, 1.04059], [1.35015, 2.52053, -1.18644], [-2.79119, -2.81132, 1.41092], [0.60077, 1.71545, -1.60271], [-1.32394, -3.41520, 0.40052], [1.43342, 3.49430, -1.64524]]}

=====

No. 3
{"formula": "C2H4P2S2", "method": "ωB97M-V with the def2-TZVPD basis set", "lumo_ev": [-2.84, -2.86], "homo_lumo_gap_ev": [4.5865, 4.5613], "energy_ha": -1557.5718, "homo_energy_ha": [-0.273, -0.273], "spin_multiplicity": 1, "species": ["S", "S", "P", "P", "C", "C", "H", "H", "H", "H"], "positions_angstrom": [[2.78937, -1.01744, -0.03874], [2.60219, 0.97426, -0.07295], [0.45789, 1.37403, 0.01894], [-1.05740, -0.87136, 0.00568], [0.10239, 0.01990, -1.19349], [0.04084, -0.05135, 1.15487], [-0.18875, 0.10872, 2.33260], [-0.15428, 0.19967, -2.20122], [1.01690, -0.68491, 1.17651], [1.09772, -0.56333, -1.26502]]}

=====

No. 4
{"formula": "C2H4Ru", "method": "ωB97M-V with the def2-TZVPD basis set", "lumo_ev": [0.37, -1.51], "homo_lumo_gap_ev": [6.7777, 8.3589], "energy_ha": -173.1346, "s_squared": 12.004, "homo_energy_ha": [-0.235, -0.363], "spin_multiplicity": 7, "species": ["Ru", "C", "C", "H", "H", "H", "H"], "positions_angstrom": [[-1.77303, -1.64856, -0.99003], [-0.82259, 0.10060, -0.37607], [0.51375, 0.18104, -0.14289], [1.04272, 1.13949, -0.01557], [-1.35322, 1.04732, -0.16767], [1.19670, -0.64090, -0.40102], [1.19567, -0.17898, 2.09325]]}

=====

No. 5
{"formula": "C2H4S2", "method": "ωB97M-V with the def2-TZVPD basis set", "lumo_ev": 0.27, "homo_lumo_gap_ev": 8.5614, "energy_ha": -874.8887, "homo_energy_ha": -0.305, "spin_multiplicity": 1, "species": ["S", "S", "C", "C", "H", "H", "H", "H"], "positions_angstrom": [[-1.87809, -0.98544, 0.16764], [-1.89938, 1.04271, 0.07839], [-0.63462, 0.00501, -0.57343], [0.99343, -0.08581, 0.44059], [-0.29675, 0.16443, -1.59387], [0.80864, -0.10064, 1.48499], [1.55198, -0.92783, -0.22567], [1.35481, 0.88757, 0.22135]]}

=====

No. 6
{"formula": "C2H4S3", "method": "ωB97M-V with the def2-TZVPD basis set", "lumo_ev": -0.35, "homo_lumo_gap_ev": 8.5366, "energy_ha": -1273.1257, "smiles": "CSC(=S)S", "homo_energy_ha": -0.326, "spin_multiplicity": 1, "species": ["S", "S", "S", "C", "C", "H", "H", "H", "H"], "positions_angstrom": [[0.98536, 0.24717, -1.89430], [-0.05012, -0.10779, 0.86603], [2.69768, -1.02591, 0.34263], [1.25019, -0.25472, -0.34325], [-1.50524, 0.55449, -0.02225], [2.01108, -1.70464, 1.25175], [-2.31842, -0.07618, 0.19395], [-1.20433, 0.82060, -0.95121], [-1.86620, 1.54698, 0.55665]]}